C3H10N2S | wB97M-V/def2-TZVPD

The geometry in XYZ format:
```
16
Properties=species:S:1:pos:R:3:forces:R:3
S -0.802929 0.420090 -0.179154 0.4 0.2 -1.4
N -1.555866 -0.484261 0.901560 2.3 1.2 -1.1
N -1.383064 1.500076 -1.575244 1.8 -2.5 3.9
C 0.277344 1.647069 0.625902 1.5 -2.8 -3.8
C 0.517574 -0.892409 -0.708571 -3.4 1.5 -1.8
C 1.272282 -1.428102 0.469311 -2.7 -3.5 -3.2
H -2.515864 -0.444302 0.771510 -2.4 0.3 -0.1
H 1.068819 -0.329956 -1.477663 0.1 -0.5 0.2
H -2.133746 0.915074 -1.907594 -0.7 -0.4 -0.5
H 0.646892 2.146565 -0.264665 -0.1 0.8 0.5
H 2.105981 -1.931616 0.001544 0.5 -0.4 0.7
H 0.526375 -2.070508 0.965315 0.9 -0.3 0.0
H 1.071086 1.177668 1.153448 0.7 -0.7 0.2
H -0.294039 -1.592598 -1.203526 2.1 1.0 0.8
H -0.279865 2.074699 1.318523 -2.7 2.8 2.6
H 1.479021 -0.707490 1.109304 1.7 3.2 2.9
```
Forces are in eV/Å.

Output
- Highest occupied orbital energy: -0.3180 Ha
- SMILES: CCS(C)(=N)=N
- LUMO level: 0.76 eV
- Frontier orbital gap: 9.41 eV

C3H10N2S | wB97M-V/def2-TZVPD

The geometry in XYZ format:
```
16
Properties=species:S:1:pos:R:3:forces:R:3
S 0.553286 -0.589761 -2.891186 -0.5 0.0 -0.3
N 0.001543 -1.642428 0.327549 2.2 0.1 -1.8
N 0.829352 0.887518 2.147281 -0.3 -2.1 0.5
C -0.226395 0.748232 1.177982 -2.3 1.3 -2.3
C -0.407575 0.100679 -1.447848 1.3 2.5 0.6
C 0.229383 -0.168284 0.017685 -1.4 -1.5 -1.2
H 1.024472 -0.099258 2.471083 0.0 1.5 -0.1
H -1.510437 -0.150969 -1.487868 1.4 0.6 0.0
H -0.064629 1.179989 -1.683904 -1.7 -1.2 0.7
H 0.373681 1.360796 2.904341 0.3 0.3 0.9
H -0.866634 -2.078597 0.640147 0.0 1.0 -0.5
H 0.209997 0.365734 -3.856316 0.2 -0.9 1.2
H 0.359955 -2.086582 -0.580091 -1.0 0.1 2.2
H 1.322699 -0.065991 -0.058577 -0.3 0.0 -0.1
H -0.551036 1.801471 0.862291 1.1 -1.1 -0.3
H -1.277660 0.437450 1.457431 1.1 -0.6 0.6
```
Forces are in eV/Å.

Output
- Highest occupied orbital energy: -0.3319 Ha
- SMILES: NC[C@@H](N)CS
- LUMO level: 0.84 eV
- Frontier orbital gap: 9.87 eV

C3H10N2S | wB97M-V/def2-TZVPD

The geometry in XYZ format:
```
16
Properties=species:S:1:pos:R:3:forces:R:3
S -0.920196 2.908504 -0.415425 -0.1 -1.0 2.1
N 0.735679 -2.246978 0.798627 0.0 0.9 -0.7
N 1.240638 0.323861 -0.777777 1.8 3.5 -0.9
C -1.154756 1.019790 -0.138116 0.3 0.9 1.7
C -0.359814 -1.411766 0.258328 1.5 3.8 1.5
C 0.084471 0.255979 0.242469 1.2 -4.2 -3.2
H 1.512539 -1.589258 1.040591 -0.8 -0.9 -0.2
H 1.509064 1.364209 -0.945414 -0.8 -2.2 0.9
H -1.346608 -1.441071 0.703837 0.0 -0.5 0.5
H -0.395222 -1.609056 -0.755670 -0.8 -0.4 -2.1
H 1.018848 -2.653779 -0.096265 0.8 -0.4 0.9
H 1.630762 -0.053123 -1.711302 -2.3 -0.5 2.3
H -1.824777 0.755310 0.736538 0.0 0.9 -1.3
H -1.535322 0.654649 -1.090037 -0.1 0.0 0.1
H -0.767467 3.321544 0.949011 -0.2 -0.7 -1.8
H 0.572162 0.401187 1.200606 -0.4 0.7 0.2
```
Forces are in eV/Å.

Output
- Highest occupied orbital energy: -0.3297 Ha
- SMILES: NC[C@@H](N)CS
- LUMO level: 0.83 eV
- Frontier orbital gap: 9.81 eV

C3H10N2S2 | wB97M-V/def2-TZVPD

The geometry in XYZ format:
```
17
Properties=species:S:1:pos:R:3:forces:R:3
S 1.771708 0.412281 0.413419 -0.3 0.8 -0.1
S 1.186381 2.447221 0.014346 0.7 -1.5 0.6
N -2.590434 -2.766010 -0.351456 0.7 0.0 0.8
N -0.780359 -0.131624 -1.512888 -0.3 1.6 -0.1
C 0.194811 -0.289058 1.001854 -0.6 -0.8 -3.0
C -1.856295 -1.640547 0.258975 -0.4 1.1 0.6
C -0.516146 -1.034548 -0.340045 -0.8 0.6 1.2
H -1.707480 -0.259057 -1.975326 1.1 0.0 0.9
H -0.371325 0.529054 1.456207 -0.3 -0.3 -0.3
H 1.604085 2.699674 1.259839 -0.2 0.7 0.0
H -1.621237 -1.880915 1.366807 -0.6 0.2 -1.7
H -2.526818 -0.725445 0.223663 0.6 -0.8 0.5
H -0.592656 0.935068 -1.468754 -0.4 -2.8 0.5
H 0.338709 -1.075220 1.742800 0.4 0.1 -0.1
H 0.185441 -1.831107 -0.695040 -0.4 0.6 0.5
H -3.477595 -3.016162 0.071891 0.5 0.3 -0.2
H -2.499235 -3.059568 -1.300625 0.2 0.3 -0.3
```
Forces are in eV/Å.

Output
- Highest occupied orbital energy: -0.3176 Ha
- SMILES: NC[C@@H](N)CSS
- LUMO level: 0.24 eV
- Frontier orbital gap: 8.88 eV

C3H10N3 | wB97M-V/def2-TZVPD

The geometry in XYZ format:
```
16
Properties=species:S:1:pos:R:3:forces:R:3
N -1.332782 -0.231447 0.297731 0.0 -1.3 0.6
N -1.339407 -0.631129 -1.045441 -0.8 1.4 -1.3
N -0.788890 2.080110 0.799704 -1.0 -0.6 0.3
C -2.211536 -1.006970 1.167580 -2.2 0.5 1.3
C 1.761818 1.014756 -1.444047 -0.3 2.3 2.8
C -1.178068 0.995877 0.604033 2.2 1.5 -0.1
H 1.017054 0.432719 -0.909639 0.1 0.2 0.4
H 2.598240 0.402967 -1.544459 1.5 -0.8 -0.5
H -0.731466 -0.043481 -1.591016 0.2 0.1 -0.1
H -3.197450 -0.899665 0.688851 0.1 -0.5 0.2
H -2.324457 -0.464454 2.146346 0.4 -0.6 -0.8
H -2.005065 -2.076751 1.368872 0.6 0.8 -0.6
H -0.322819 2.899920 1.184205 -0.2 -0.5 -0.3
H 2.052420 1.994568 -0.881843 -0.5 -1.9 -0.7
H -1.146533 -1.588326 -1.240137 0.4 -0.9 0.8
H 1.341889 1.345916 -2.329964 -0.6 0.4 -2.1
```
Forces are in eV/Å.

Output
- Highest occupied orbital energy: -0.5208 Ha
- LUMO level: -4.40 eV
- Total charge: +1
- Frontier orbital gap: 9.77 eV

C3H10N3 | wB97M-V/def2-TZVPD

The geometry in XYZ format:
```
16
Properties=species:S:1:pos:R:3:forces:R:3
N -1.436140 -1.371234 2.079851 0.5 0.3 0.2
N -0.795968 -0.707035 -0.037368 0.5 0.5 -0.4
N 1.737432 0.828152 0.145176 0.0 0.1 0.0
C -1.178716 0.107691 -1.187030 -0.4 0.0 -0.2
C 2.597043 0.389921 -0.675036 0.0 0.0 0.1
C -1.404676 -0.477169 1.192961 -0.5 -0.3 0.1
H -0.354637 0.223094 -1.893097 0.0 -0.1 0.0
H 1.977735 1.478002 0.887325 0.1 0.1 -0.1
H 3.623302 0.736061 -0.631199 0.0 -0.1 0.0
H -1.866938 0.507448 1.291878 0.2 0.2 0.0
H -1.778055 -0.978362 2.952203 -0.3 -0.3 0.0
H -1.458700 1.106234 -0.851481 0.0 0.0 0.1
H -0.663464 -1.692748 -0.230198 0.0 0.0 0.1
H 0.761353 0.483066 0.097606 -0.1 -0.5 0.2
H 2.270238 -0.338173 -1.407562 0.1 0.0 -0.1
H -2.029808 -0.294947 -1.734030 0.0 -0.1 0.0
```
Forces are in eV/Å.

Output
- Highest occupied orbital energy: -0.4854 Ha
- LUMO level: -5.42 eV
- Total charge: +1
- Frontier orbital gap: 7.79 eV

C3H10N3 | wB97M-V/def2-TZVPD

The geometry in XYZ format:
```
16
Properties=species:S:1:pos:R:3:forces:R:3
N 0.800968 -0.102846 0.417256 0.6 -0.7 0.3
N 3.135690 -0.210151 0.054388 -2.7 -0.7 5.4
N -1.602432 0.446805 0.603930 -0.8 1.1 -5.3
C 1.878485 0.075851 -0.293279 1.5 -1.7 -0.5
C -2.319950 -0.502034 -0.383465 -1.8 0.4 0.0
C -0.184960 0.794409 0.056814 -4.2 3.2 -1.1
H 3.829390 -0.096246 -0.562793 3.0 0.5 -2.6
H -0.315416 0.939377 -1.085360 0.5 -0.4 2.0
H 3.397155 -0.269485 1.081591 -0.4 0.0 -2.1
H 1.809597 0.416488 -1.336013 -0.6 0.1 0.7
H -2.505608 0.066653 -1.335052 0.2 -0.6 1.1
H 0.695682 -0.547138 1.362887 1.2 0.7 -1.2
H -1.647407 -1.304685 -0.576219 0.6 -0.5 -0.2
H -1.452664 -0.085730 1.392862 -0.4 -0.5 2.9
H -2.219404 1.348375 0.611892 1.9 -2.1 1.0
H -3.299125 -0.969648 -0.009434 1.3 1.1 -0.2
```
Forces are in eV/Å.

Output
- Highest occupied orbital energy (spin up / spin down): -0.3852 / -0.3851 Ha
- LUMO level (spin up / spin down): -3.12 / -3.12 eV
- Total charge: +1
- Frontier orbital gap (spin up / spin down): 7.36 / 7.36 eV

C3H10N3 | wB97M-V/def2-TZVPD

The geometry in XYZ format:
```
16
Properties=species:S:1:pos:R:3:forces:R:3
N -0.419728 -0.626866 0.024239 -0.4 0.2 -0.5
N 1.457540 -1.827244 0.589959 0.1 -0.1 -0.6
N 1.676746 0.054545 -0.711510 -0.4 0.0 -0.2
C -1.196245 0.548719 -0.458632 0.2 -0.3 1.1
C 0.882501 -0.806896 -0.066430 0.4 0.0 0.4
C -1.399570 1.575117 0.655610 0.3 0.0 -0.8
H -0.440797 1.860568 1.065844 0.2 0.0 0.4
H -0.677870 1.001759 -1.296457 -0.2 -0.1 -0.3
H 0.878313 -2.515404 1.042432 0.1 0.0 0.0
H -0.946417 -1.435711 0.310488 -0.1 0.1 0.2
H 1.237348 0.714180 -1.331775 0.2 0.1 0.0
H -1.792016 2.477664 0.183430 -0.3 -0.1 0.3
H 2.368309 -2.125274 0.267900 -0.1 -0.1 0.3
H -2.168299 0.156230 -0.725661 0.0 0.0 -0.6
H 2.606750 -0.232984 -0.966640 0.1 0.1 0.2
H -2.066564 1.181597 1.417205 0.0 0.2 0.1
```
Forces are in eV/Å.

Output
- Highest occupied orbital energy: -0.5484 Ha
- SMILES: CCNC(N)=[NH2+]
- LUMO level: -3.15 eV
- Total charge: +1
- Frontier orbital gap: 11.77 eV

C3H10N3 | wB97M-V/def2-TZVPD

The geometry in XYZ format:
```
16
Properties=species:S:1:pos:R:3:forces:R:3
N -2.172629 1.516104 -1.558988 0.0 0.5 0.4
N 1.430040 0.376953 0.488291 -0.1 0.2 -0.3
N 2.696065 -1.508974 0.948389 0.0 0.0 -0.3
C -2.204746 0.749783 -0.408876 0.1 0.2 -0.1
C 1.556126 -0.869087 0.838543 0.4 0.0 0.1
C -1.456408 -0.330713 -0.180648 0.5 -0.6 -0.4
H 3.551547 -1.135527 0.557887 0.0 0.0 0.2
H 0.654859 -1.405937 1.087771 -0.2 -0.1 -0.1
H -1.694878 -1.063736 0.571906 -0.1 0.3 0.5
H -0.763379 -0.695739 -0.936578 -0.2 0.1 -0.2
H -2.913188 1.078582 0.340712 -0.3 -0.2 -0.1
H -1.273583 1.788364 -1.929476 -0.1 -0.4 -0.2
H 2.695077 -2.487048 1.189698 0.0 0.0 0.1
H -2.801176 2.303264 -1.547906 0.0 0.1 0.0
H 0.492080 0.683740 0.229612 -0.1 0.0 0.4
H 2.204194 0.999974 0.309663 0.1 -0.1 0.0
```
Forces are in eV/Å.

Output
- Highest occupied orbital energy: -0.4453 Ha
- LUMO level: -3.57 eV
- Total charge: +1
- Frontier orbital gap: 8.55 eV

C3H10N3O | wB97M-V/def2-TZVPD

The geometry in XYZ format:
```
17
Properties=species:S:1:pos:R:3:forces:R:3
O -1.880175 1.040641 0.032395 0.8 0.1 0.3
N 0.764250 -0.917140 -1.702054 -1.4 -0.2 0.3
N -0.271754 0.153822 2.191741 -0.3 1.0 -1.0
N 1.123532 0.918353 -0.251893 -0.3 -0.5 0.5
C 1.634108 -1.680391 -0.836749 0.8 0.5 0.4
C -1.816949 0.288501 1.042487 -0.6 -0.8 1.1
C 0.450279 0.247541 -1.295483 1.1 0.7 -0.5
H -0.324595 0.846934 -1.763076 0.1 -0.3 -0.6
H -1.766850 -0.807733 0.926056 -0.1 -0.1 -0.4
H 1.058588 1.923715 -0.352306 -0.4 0.0 -0.1
H -2.481325 0.532157 1.891347 0.0 0.0 0.1
H 1.237483 -1.786430 0.180606 -0.1 0.1 -0.1
H 1.826915 -2.683960 -1.210065 -0.1 0.0 -0.3
H -0.450090 0.780708 2.972038 0.0 -0.2 0.0
H -0.137725 -0.784419 2.555486 -0.3 -0.1 0.0
H 2.595125 -1.155033 -0.709130 0.0 -0.2 0.0
H 0.555189 0.688504 0.599557 0.8 0.1 0.4
```
Forces are in eV/Å.

Output
- Highest occupied orbital energy: -0.1284 Ha
- LUMO level: 4.31 eV
- Total charge: -1
- Frontier orbital gap: 7.80 eV

| no. | calculated total energy (Eh) |
| --- | --- |
| 1 | -627.80771 |
| 2 | -627.93824 |
| 3 | -627.91162 |
| 4 | -1026.12962 |
| 5 | -284.19859 |
| 6 | -284.28164 |
| 7 | -284.19674 |
| 8 | -284.37138 |
| 9 | -284.31994 |
| 10 | -359.75906 |